An isolated molecule of C2H2N4O2. Source: the OMol25 dataset; level of theory: ωB97M-V/def2-TZVPD.

HOMO: -10.6 eV
HOMO-LUMO gap: 10.0 eV
Structure (SMILES): O=Cn1[nH]nnc1=O
ΔE to the lowest compared entry with this formula, charge and spin: 113.3 kcal/mol
Lowest unoccupied orbital energy: -0.7 eV

ORCA input file:
```
! RIJCOSX wB97M-V def2-TZVPD def2/J DEFGRID3
* xyz 0 1
O 2.397 -0.216 -0.211
O 0.619 1.719 0.070
N -1.638 0.798 0.100
N -1.011 -1.249 0.080
N 0.151 -0.463 -0.286
N -2.021 -0.316 -0.055
C 1.387 -0.783 0.295
C -0.208 0.804 -0.011
H 1.523 -1.669 1.172
H -1.083 -1.867 -0.625
*
```